45
Properties=species:S:1:pos:R:3:forces:R:3 method="wB97M-V/def2-TZVPD" molar_mass_g_mol=527.9 gap_ev="6.34 / 5.73" multiplicity=2 largest_force_ev_per_a=4.3 lumo_energy_ev="-9.88 / -10.59" e_homo_ev="-16.223 / -16.321" total_charge=+2
N -1.960808 -0.540363 1.053226 3.8 1.6 -0.2
C -2.920781 -1.175502 1.425680 -3.1 -2.0 1.5
O -3.864754 -1.778219 1.799369 2.4 1.6 -1.1
Hg -0.866160 3.217583 2.642056 0.0 -0.2 -0.4
V -0.089812 -0.024702 1.106934 -2.9 -3.0 -1.0
N 0.193961 1.753518 0.434959 0.8 -0.4 0.2
N 0.755343 -1.336983 0.065362 -0.5 1.7 1.9
C -0.372744 2.415557 -0.744301 -1.0 0.5 -0.4
C 0.191780 -2.363937 -0.825922 -0.8 -0.5 -0.9
C -0.119090 3.922092 -0.694365 0.2 0.3 0.1
C 0.247315 1.922775 -2.053729 0.4 -0.4 -0.4
C -1.871550 2.147245 -0.770216 -0.3 0.0 -0.2
C -0.455517 -3.459244 0.026299 0.0 -0.1 0.6
C 1.258337 -3.025081 -1.699420 0.6 0.1 -0.1
C -0.865573 -1.737625 -1.722313 -0.2 0.1 -0.4
H -0.479931 4.366978 0.243265 0.0 0.0 0.0
H -0.663999 4.404960 -1.515305 0.2 -0.1 0.2
H 0.946471 4.159876 -0.801804 -0.3 0.0 0.0
H 1.323536 2.130629 -2.090083 -0.3 0.0 -0.1
H -0.226552 2.456078 -2.891636 0.2 -0.2 0.3
H 0.092653 0.849317 -2.207692 0.0 0.3 0.1
H -2.099105 1.076017 -0.843276 0.0 0.3 -0.1
H -2.306187 2.661166 -1.638922 0.0 -0.2 0.3
H -2.357756 2.536233 0.134176 0.0 0.0 -0.1
H 0.291372 -3.931636 0.675318 -0.2 0.0 -0.1
H -0.882330 -4.228395 -0.628964 0.2 0.2 0.1
H -1.256816 -3.059699 0.656315 0.1 -0.1 -0.1
H 1.966492 -3.619508 -1.109590 -0.2 0.1 -0.2
H 1.817258 -2.281746 -2.279632 -0.1 -0.1 0.0
H 0.769497 -3.707946 -2.405371 0.1 0.2 0.2
H -1.300244 -2.522148 -2.355992 0.1 0.3 0.2
H -0.420771 -0.983556 -2.381282 -0.1 -0.2 0.1
H -1.674529 -1.281156 -1.144674 0.1 -0.1 -0.2
C 1.628668 2.000804 0.648497 0.5 0.2 0.4
H 2.020365 1.283605 1.388619 0.1 0.2 -0.1
H 2.248686 1.923789 -0.262957 -0.5 -0.1 0.3
H 1.780806 3.007169 1.065471 0.0 -0.3 -0.1
C 2.060311 -1.661950 0.642308 0.6 -0.1 0.4
H 2.250602 -1.056314 1.540255 0.1 -0.1 -0.3
H 2.126015 -2.722261 0.939815 -0.2 0.4 -0.1
H 2.876717 -1.473201 -0.073566 -0.4 0.1 0.1
O 0.058446 -1.061455 4.956059 0.0 2.7 -2.8
N 0.008972 -0.045323 4.318876 -0.5 -0.4 3.3
O -0.215600 1.099676 4.630196 0.6 -2.5 -1.6
O 0.357004 -0.257126 2.747971 0.2 0.5 0.6